(1)
DFT (ωB97M-V/def2-TZVPD) results for a molecular structure, C11H30Cl2GdO4P3.

```
! wB97M-V def2-TZVPD RIJCOSX def2/J DEFGRID3
* xyz 2 8
Gd 0.258 0.892 -0.432
Cl -2.037 1.817 -0.551
Cl 1.211 3.024 -1.383
P -1.054 -1.125 0.964
P -0.150 0.081 -2.737
P 0.710 2.013 1.747
O -2.145 -0.735 2.220
O 0.164 -2.060 0.069
O -2.354 -1.111 -0.075
O 2.509 -0.870 0.393
C 3.377 0.713 -1.135
C -0.423 3.382 1.903
C 0.607 -3.226 0.919
C 2.403 0.068 -0.364
C -2.204 -1.714 3.217
C 0.428 0.891 3.089
C -0.822 -1.564 -2.627
C -1.410 1.115 -3.477
C -3.138 -2.338 -0.045
C 1.236 0.021 -3.828
C 2.361 2.649 1.890
H 1.339 -3.699 0.350
H -0.421 3.993 0.984
H 0.984 -2.850 1.854
H -3.687 -2.452 0.886
H 0.882 -0.357 -4.789
H 3.764 1.601 -0.617
H -1.371 0.953 -4.544
H -2.386 0.828 -3.060
H -3.793 -2.283 -0.862
H -2.428 -3.176 -0.205
H -2.313 -2.726 2.783
H 2.418 3.197 2.831
H -3.048 -1.486 3.794
H -1.446 3.004 2.046
H 1.680 1.020 -3.972
H -1.247 2.184 -3.237
H -1.755 -1.552 -2.040
H 1.079 0.001 3.000
H 3.097 1.830 1.890
H 0.659 1.419 4.016
H 4.207 -0.012 -1.256
H 3.061 1.074 -2.133
H -1.282 -1.637 3.794
H -0.097 3.973 2.756
H -0.115 -2.252 -2.135
H 2.020 -0.645 -3.436
H -0.282 -3.848 1.033
H -0.619 0.550 3.103
H 2.588 3.325 1.050
H -1.016 -1.905 -3.642
*
```

Properties
⟨S²⟩ = 15.97
E_LUMO (alpha / beta) = -8.532 / -9.310 eV
HOMO energy (alpha / beta) = -15.067 / -15.520 eV
Energy = -93806.9763 eV
Orbital gap (alpha / beta) = 0.2402 / 0.2282 Eh

(2)
DFT (ωB97M-V/def2-TZVPD) results for a molecular structure, C11H30ClIN3O2P2Sm.

```
! wB97M-V def2-TZVPD RIJCOSX def2/J DEFGRID3
* xyz 2 6
Sm -0.443 -0.213 -1.027
I -3.333 1.192 2.808
Cl -0.420 0.076 -3.543
P -3.174 -1.304 -1.417
P 2.141 0.344 0.371
O -1.966 1.463 0.094
O 1.138 1.219 -0.379
N 1.750 -1.219 -0.259
N 1.819 0.167 1.975
N 3.608 0.927 0.060
C -4.011 -0.012 -2.421
C 2.274 1.256 2.869
C 2.197 -1.370 -1.682
C 4.851 0.444 0.673
C 2.234 -2.373 0.550
C -3.282 3.280 1.155
C 3.769 2.006 -0.934
C -2.674 1.943 0.998
C -4.354 -1.489 -0.034
C -3.546 -2.817 -2.368
C 0.430 -0.253 2.291
H -4.373 3.227 1.258
H 3.279 -1.177 -1.770
H -0.296 0.545 2.050
H 2.188 0.893 3.901
H -3.410 0.195 -3.316
H 1.996 -2.404 -1.987
H -4.512 -2.739 -2.884
H 1.651 -0.688 -2.368
H -2.751 -2.967 -3.108
H 4.698 -0.500 1.209
H -2.831 3.834 1.989
H -4.091 0.916 -1.839
H 5.246 1.195 1.372
H 0.375 -0.437 3.371
H -5.013 -0.361 -2.709
H -5.383 -1.317 -0.380
H -4.262 -2.509 0.362
H -3.559 -3.678 -1.689
H 4.843 2.112 -1.130
H 1.649 2.157 2.757
H 1.754 -3.275 0.156
H -3.071 3.862 0.242
H -4.115 -0.777 0.768
H 3.254 1.767 -1.878
H 3.382 2.960 -0.541
H 1.953 -2.236 1.597
H 3.326 -2.477 0.464
H 0.149 -1.184 1.773
H 3.321 1.510 2.667
H 5.595 0.284 -0.119
*
```

Properties
⟨S²⟩ = 8.76
E_LUMO (alpha / beta) = -7.318 / -6.376 eV
HOMO energy (alpha / beta) = -15.585 / -15.552 eV
Energy = -77553.8972 eV
Orbital gap (alpha / beta) = 0.3038 / 0.3372 Eh

(3)
DFT (ωB97M-V/def2-TZVPD) results for a molecular structure, C11H30CrO17P.

```
! wB97M-V def2-TZVPD RIJCOSX def2/J DEFGRID3
* xyz -2 4
Cr 0.922 0.043 1.192
P 2.884 1.363 0.989
O 2.863 -0.161 0.632
O 0.990 4.029 -0.738
O 1.466 1.682 -2.634
O 1.306 -4.320 -2.191
O -2.608 0.335 -1.428
O -1.432 4.312 0.682
O -1.059 -0.903 1.008
O -0.513 -0.703 -3.450
O 4.078 2.189 0.735
O 0.129 -0.794 -0.836
O 1.927 -4.760 0.749
O 1.535 1.652 0.185
O -2.284 -1.295 3.377
O 2.097 1.267 2.339
O -0.622 1.736 1.687
O 0.696 -2.116 0.775
O 0.635 -0.632 3.406
C 1.134 4.000 -2.146
C -1.379 -1.315 4.458
C -0.352 -1.641 0.103
C -1.896 -0.729 -3.536
C 2.030 -5.384 -1.616
C 2.773 -4.963 -0.361
C 0.542 2.730 -2.729
C -1.971 2.165 1.661
C -2.593 0.440 -2.840
C -2.175 3.116 0.502
C -0.354 -0.204 4.337
H -1.871 2.622 -0.427
H -2.594 1.277 1.543
H -0.899 -2.302 4.562
H 1.440 -3.916 0.656
H 1.283 3.141 -0.386
H -2.237 2.644 2.612
H -3.229 3.365 0.336
H -0.843 0.698 3.984
H 2.793 -5.683 -2.343
H -2.170 1.396 -3.166
H -1.785 -1.365 2.521
H -3.649 0.377 -3.135
H -2.345 -1.653 -3.125
H 1.235 -1.209 3.883
H 1.399 -6.249 -1.386
H 0.098 -0.023 5.322
H 2.168 4.147 -2.469
H 0.560 4.879 -2.481
H -0.285 -0.725 -2.488
H 3.452 -4.139 -0.604
H 0.487 -4.260 -1.689
H -0.443 2.517 -2.289
H -1.984 -1.240 5.374
H -1.774 -0.050 -1.097
H 3.399 -5.808 -0.037
H 1.624 1.463 -1.693
H 0.298 2.876 -3.791
H -0.582 4.234 0.198
H -0.098 2.524 1.890
H -2.215 -0.677 -4.588
*
```

Properties
⟨S²⟩ = 3.80
E_LUMO (alpha / beta) = 4.720 / 4.719 eV
HOMO energy (alpha / beta) = -2.949 / -2.960 eV
Energy = -84413.7419 eV
Orbital gap (alpha / beta) = 0.2819 / 0.2822 Eh

(4)
DFT (ωB97M-V/def2-TZVPD) results for a molecular structure, C11H30IO2P2SiTb.

```
! wB97M-V def2-TZVPD RIJCOSX def2/J DEFGRID3
* xyz 2 7
Tb 0.103 0.169 -0.734
I 2.987 -0.192 -3.448
P -0.353 -2.226 -1.311
P 0.838 2.428 0.063
Si -1.626 -0.082 2.545
O 3.160 -1.001 0.576
O -0.778 -0.015 1.232
C -1.872 -2.617 -0.493
C 3.732 0.191 -5.449
C 0.830 -3.465 -0.963
C -3.465 -0.314 2.135
C -0.660 -2.174 -3.052
C -1.625 1.319 3.872
C 0.765 3.422 -1.395
C 2.092 -0.596 0.133
C -1.082 -1.595 3.541
C 2.388 2.635 0.843
C -0.440 2.972 1.160
H 1.033 -3.542 0.117
H 4.193 -0.733 -5.817
H -1.444 2.832 0.716
H 2.882 0.484 -6.069
H 0.265 -1.978 -3.615
H 2.470 3.700 1.068
H -0.258 4.026 1.347
H 1.785 -3.268 -1.472
H -0.040 -1.455 3.836
H -1.391 -1.385 -3.307
H -0.424 2.415 2.116
H -0.604 1.499 4.219
H -2.229 1.000 4.742
H 3.215 2.327 0.184
H 1.573 3.159 -2.092
H -1.171 -2.477 2.904
H -2.640 -1.843 -0.672
H -3.568 -1.203 1.507
H 0.399 -4.399 -1.327
H 0.876 4.452 -1.058
H 4.471 0.997 -5.380
H -0.199 3.293 -1.919
H 2.462 2.048 1.772
H -2.079 2.231 3.484
H -3.818 0.566 1.595
H -1.705 -1.722 4.436
H -4.056 -0.447 3.051
H -2.200 -3.571 -0.907
H -1.734 -2.708 0.597
H -1.061 -3.154 -3.313
*
```

Properties
⟨S²⟩ = 12.62
E_LUMO (alpha / beta) = -8.129 / -7.911 eV
HOMO energy (alpha / beta) = -14.757 / -14.774 eV
Energy = -72962.6050 eV
Orbital gap (alpha / beta) = 0.2436 / 0.2522 Eh

(5)
DFT (ωB97M-V/def2-TZVPD) results for a molecular structure, C11H31Ba4F3O10.

```
! wB97M-V def2-TZVPD RIJCOSX def2/J DEFGRID3
* xyz 4 1
Ba -5.097 7.803 -5.636
Ba -2.343 11.410 -6.039
Ba -2.380 8.166 -8.903
Ba -5.541 5.804 -9.316
F -9.217 6.043 -4.727
F -10.218 5.576 -6.483
F -10.552 7.462 -5.508
O -7.204 6.461 -7.048
O -7.061 7.994 -10.533
O -1.802 14.014 -9.680
O -3.953 13.531 -6.676
O -3.703 6.253 -7.471
O -3.223 11.049 -8.608
O -6.722 12.777 -12.152
O -8.011 8.354 -6.175
O -1.953 10.109 -11.185
O -5.270 8.599 -8.433
C -8.163 10.717 -5.627
C -4.538 11.058 -9.136
C -7.073 13.298 -10.848
C -4.716 13.783 -5.526
C -8.190 8.772 -10.902
C -1.412 14.979 -8.753
C -1.490 10.826 -12.345
C -9.589 6.570 -5.918
C -8.770 9.537 -6.447
C -5.513 10.039 -8.480
C -8.411 7.199 -6.820
H -2.057 15.071 -7.878
H -0.420 14.813 -8.333
H -6.721 13.520 -12.760
H -0.856 11.660 -12.047
H -8.873 7.439 -7.777
H -8.187 10.539 -4.552
H -2.345 10.738 -10.574
H -6.761 12.579 -10.089
H -9.856 9.605 -6.401
H -8.120 13.586 -10.759
H -8.718 11.647 -5.751
H -5.620 10.368 -7.447
H -1.373 15.994 -9.149
H -4.908 12.072 -8.983
H -9.032 8.600 -10.232
H -5.544 13.104 -5.322
H -2.781 5.960 -7.333
H -3.957 13.695 -4.749
H -8.594 8.478 -11.871
H -1.053 10.148 -13.078
H -6.445 8.567 -10.071
H -2.385 11.301 -12.749
H -8.793 9.882 -7.480
H -7.151 10.858 -6.008
H -2.382 13.402 -9.221
H -5.071 14.811 -5.610
H -4.573 13.625 -7.403
H -6.540 14.237 -10.700
H -4.502 10.978 -10.222
H -6.469 10.163 -8.988
H -7.978 9.840 -10.955
*
```

Properties
E_LUMO = -14.096 eV
Energy above the lowest of the compared OMol25 structures with the same formula, charge and spin = 0.00 kJ/mol
HOMO energy = -18.291 eV
Energy = -43274.8539 eV
Orbital gap = 0.1541 Eh

(6)
DFT (ωB97M-V/def2-TZVPD) results for 5 unconnected molecules or ions with the total composition C11H31NO5S4.

```
! wB97M-V def2-TZVPD RIJCOSX def2/J DEFGRID3
* xyz 0 1
S -4.027 0.845 0.288
S 4.253 -0.302 2.028
S -0.822 -5.106 0.666
S -0.822 4.365 -1.139
O -0.218 -0.099 -1.863
O -1.518 3.454 -2.100
O -5.194 0.028 0.815
O 2.892 0.344 1.965
O -1.583 -3.849 0.364
N 1.426 0.754 -0.574
C 3.974 -2.102 2.050
C 1.762 1.828 -1.490
C 0.341 -5.507 -0.659
C -3.255 0.077 -1.151
C -4.760 2.259 -0.604
C -1.928 5.763 -0.728
C 0.449 -0.137 -0.833
C 0.241 -1.205 0.205
C -0.914 3.708 0.536
C 0.400 -4.652 1.947
C 4.775 -0.285 0.288
H 1.555 2.773 -0.993
H 0.995 -3.796 1.627
H 1.270 -4.929 -0.600
H -2.825 -0.909 -0.976
H 0.019 -5.178 -1.650
H 3.981 -0.717 -0.323
H -4.013 3.041 -0.723
H 2.103 0.484 0.132
H -0.202 2.895 0.702
H -1.777 6.116 0.291
H 3.312 -2.317 1.210
H -2.970 5.492 -0.892
H -2.491 0.729 -1.572
H 0.460 -1.030 1.261
H -5.080 1.827 -1.552
H 0.594 -2.186 -0.120
H 2.782 1.745 -1.868
H -1.693 6.675 -1.282
H -1.934 3.349 0.695
H -0.100 -4.402 2.882
H 0.600 -6.561 -0.736
H 1.075 -5.472 2.203
H 4.928 0.730 -0.086
H 3.309 -2.282 2.898
H -3.995 -0.175 -1.919
H 1.156 1.772 -2.392
H -0.819 -1.446 0.343
H 5.718 -0.773 0.032
H 4.889 -2.682 2.119
H -5.626 2.663 -0.087
H -0.692 4.382 1.363
*
```

Properties
E_LUMO = 0.245 eV
Energy above the lowest of the compared OMol25 structures with the same formula, charge and spin = 0.00 kJ/mol
HOMO energy = -8.043 eV
Energy = -66974.3921 eV
Orbital gap = 0.3046 Eh

(7)
DFT (ωB97M-V/def2-TZVPD) results for 5 unconnected molecules or ions with the total composition C11H32N4O5.

```
! wB97M-V def2-TZVPD RIJCOSX def2/J DEFGRID3
* xyz 0 1
O -1.750 3.451 -1.160
O 1.820 -5.584 -3.237
O 2.530 -0.977 -1.327
O 4.506 2.828 4.776
O -2.344 1.232 2.830
N 0.569 -1.721 -0.627
N 1.192 0.317 0.001
N -3.476 0.104 4.393
N -2.910 2.108 4.779
C -2.060 2.847 -2.393
C 1.514 -0.802 -0.676
C 3.211 2.557 4.203
C 2.259 2.410 5.379
C -3.008 1.768 -2.156
C -2.598 3.980 -3.243
C 1.597 -6.713 -5.462
C 2.891 3.686 3.238
C -0.371 -5.752 -4.103
C -2.855 1.136 3.944
C 1.128 -5.543 -4.492
H 3.778 4.002 2.691
H -1.041 -5.919 -4.946
H 2.139 3.235 6.082
H -2.445 0.837 -2.085
H 3.248 1.614 3.658
H 4.936 1.969 4.774
H 2.091 3.561 2.508
H -0.476 -6.526 -3.342
H 0.256 0.375 0.377
H 2.554 1.639 6.091
H -1.799 4.665 -3.527
H -1.879 2.737 -0.531
H -0.803 -4.896 -3.584
H 1.842 1.044 -0.263
H -1.118 2.501 -2.817
H 2.449 -7.243 -5.037
H 1.277 2.115 5.011
H -3.757 1.616 -2.933
H -3.685 1.917 -1.315
H -3.379 4.524 -2.711
H -3.362 2.093 5.681
H 2.665 -5.188 -3.461
H -3.285 -0.739 3.869
H -2.512 2.986 4.476
H 0.768 -7.370 -5.724
H 2.551 4.557 3.797
H -2.804 3.534 -4.216
H -0.286 -1.513 -0.130
H 1.823 -6.328 -6.456
H 0.805 -2.633 -0.991
H 1.277 -4.588 -4.995
H -3.674 0.090 5.383
*
```

Properties
SMILES string = NC(N)=O.NC(N)=O.CC(C)O.CC(C)O.CC(C)O
E_LUMO = 0.313 eV
Energy above the lowest of the compared OMol25 structures with the same formula, charge and spin = 204.04 kJ/mol
HOMO energy = -9.733 eV
Energy = -28123.6693 eV
Orbital gap = 0.3692 Eh

(8)
DFT (ωB97M-V/def2-TZVPD) results for a molecular structure, C11H33AsF6O5.

```
! wB97M-V def2-TZVPD RIJCOSX def2/J DEFGRID3
* xyz 0 1
As 0.634 -14.286 -15.151
F 2.226 -13.624 -14.473
F 0.980 -15.813 -14.398
F -0.824 -14.784 -15.915
F 0.554 -12.757 -16.093
F -0.316 -13.632 -13.768
F 1.532 -14.943 -16.611
O 2.177 -19.711 -16.419
O -2.293 -19.770 -13.873
O 5.740 -18.946 -13.933
O 5.518 -19.849 -19.189
O -0.462 -20.737 -19.394
C -0.307 -21.998 -19.911
C -2.500 -18.973 -11.641
C 6.045 -19.531 -12.680
C 5.303 -18.972 -11.445
C -0.442 -22.947 -18.729
C 6.117 -21.133 -12.770
C 6.404 -19.642 -21.464
C -1.266 -22.338 -21.089
C -1.888 -20.044 -12.572
C 6.950 -18.023 -19.630
C 5.881 -18.963 -20.219
H -1.384 -20.500 -19.525
H 5.092 -21.467 -12.936
H -2.247 -22.640 -20.723
H 6.756 -17.368 -18.781
H -0.908 -23.238 -21.589
H -3.248 -19.744 -13.962
H 5.908 -20.711 -19.349
H 5.633 -19.352 -10.478
H 1.600 -19.684 -17.185
H -2.350 -19.060 -10.564
H 5.001 -18.410 -20.547
H -1.899 -18.082 -11.819
H 0.401 -22.781 -18.058
H 7.908 -18.450 -19.332
H 0.746 -22.076 -20.181
H 4.246 -19.117 -11.669
H 5.458 -17.893 -11.471
H -1.381 -22.815 -18.191
H 1.891 -19.051 -15.783
H 6.427 -21.512 -11.796
H -0.808 -20.165 -12.486
H -2.252 -21.014 -12.234
H 3.088 -19.614 -16.704
H 5.866 -20.549 -21.742
H -3.509 -18.611 -11.838
H 7.089 -19.274 -12.503
H 7.129 -17.280 -20.407
H 7.374 -20.110 -21.296
H 6.453 -19.000 -22.343
H -1.428 -21.594 -21.869
H 6.802 -21.419 -13.568
H 5.663 -17.992 -13.862
H -0.361 -23.996 -19.015
*
```

Properties
E_LUMO = -1.928 eV
Energy above the lowest of the compared OMol25 structures with the same formula, charge and spin = 375.33 kJ/mol
HOMO energy = -10.406 eV
Energy = -99321.4436 eV
Orbital gap = 0.3116 Eh

Calculated values (eV/Å) of largest force on an atom for the records, taken in order: 5.558; 3.688; 11.395; 12.180; 3.670; 1.853; 5.957; 3.912.